Entry 1:
96
Properties=species:S:1:pos:R:3:forces:R:3:mulliken_charge:R:1 method="wB97M-V/def2-TZVPD" homo_energy_ev=-9.623 charge=+1 orbital_gap_ev=7.744
Sc -0.56874 0.32985 0.19045 -0.6 0.4 -1.2 -1.328
N -4.38823 -1.40293 1.83183 0.0 -0.1 0.0 -0.349
C -3.29180 -0.64793 1.53192 0.2 0.2 0.0 0.565
S -3.21688 -0.02531 -0.08541 0.1 0.0 0.0 -0.399
N -2.44763 -0.48510 2.51012 -0.3 -0.4 0.5 -1.542
N -1.25995 0.16281 2.25698 -0.3 0.0 0.1 1.526
C -0.61681 0.47935 3.33109 -0.2 0.0 -0.1 -1.187
C 0.65551 1.15200 3.39042 0.2 0.1 -0.3 1.224
C 1.25064 1.35332 4.64551 -0.1 0.0 0.0 -0.965
C 2.47757 1.96324 4.76870 0.1 0.0 0.1 -0.831
C 3.14021 2.39643 3.61857 -0.1 0.0 0.0 -0.667
C 2.58087 2.20811 2.37341 -0.1 0.0 -0.2 -0.513
C 1.33417 1.57734 2.22210 0.1 0.2 0.4 0.507
O 0.84487 1.35904 1.02301 0.5 0.3 0.7 -0.136
H -5.18224 -1.31274 1.22481 -0.1 0.0 0.0 0.272
H -4.54256 -1.61642 2.80393 0.0 0.0 0.0 0.228
H -1.08511 0.20806 4.27622 0.0 0.0 0.0 0.299
H 0.72244 1.01107 5.52835 0.0 0.0 0.0 0.433
H 2.92771 2.10879 5.74118 0.0 0.0 0.0 0.430
H 4.10341 2.88421 3.69961 0.0 0.0 0.0 0.457
H 3.09359 2.52948 1.47510 0.0 0.0 0.0 0.526
O 1.44405 -0.82798 -0.33878 -0.1 0.1 -0.1 -0.347
S 2.58821 -0.70456 0.63759 0.5 -0.6 0.3 0.677
C 2.11840 -1.65328 2.14186 0.2 0.0 -0.2 -0.151
C 2.07166 -3.17931 2.14188 -0.2 0.0 -0.1 -1.074
C 0.81358 -3.80321 1.52223 0.1 0.1 0.1 -0.606
C 0.84301 -3.88199 -0.00145 -0.1 0.4 -0.1 -0.895
S -0.29470 -2.67098 -0.82293 -0.2 -1.3 -0.3 1.032
O -0.84792 -1.77839 0.26965 0.0 -0.1 0.3 0.325
C -1.64227 -3.82163 -1.11933 0.0 0.2 0.0 0.470
C -2.76633 -3.82097 -0.31357 0.1 0.1 0.1 -0.354
C -3.78637 -4.72221 -0.58572 0.0 0.0 0.0 -0.853
C -3.67626 -5.60073 -1.65369 0.0 0.0 0.0 -0.498
C -2.54822 -5.58105 -2.46474 0.0 0.0 0.0 -0.768
C -1.52755 -4.68223 -2.20313 0.1 0.1 0.0 -0.430
C 3.85352 -1.77443 -0.05723 -0.1 0.2 -0.1 0.533
C 4.98878 -2.10259 0.67012 -0.1 0.1 0.1 -0.329
C 5.99123 -2.84118 0.06129 0.0 0.0 0.0 -0.768
C 5.86676 -3.22677 -1.26697 0.0 0.0 -0.1 -0.567
C 4.73584 -2.87590 -1.99105 0.0 0.0 0.0 -0.848
C 3.72524 -2.14105 -1.38849 -0.2 0.0 0.0 -0.726
H 1.13200 -1.24861 2.36932 0.0 0.1 0.1 -0.199
H 2.81441 -1.28357 2.89899 0.0 0.0 0.0 0.750
H 2.10031 -3.47540 3.19280 0.1 0.0 0.0 0.626
H 2.96522 -3.59534 1.67278 0.0 0.0 0.1 0.260
H -0.06573 -3.23576 1.84060 0.0 -0.1 0.1 0.040
H 0.70019 -4.81035 1.92274 0.0 0.0 0.0 0.419
H 0.54007 -4.85872 -0.36936 0.0 0.0 -0.1 0.863
H 1.82720 -3.64826 -0.40229 0.0 0.0 0.0 0.279
H -2.84109 -3.11738 0.50503 0.0 0.0 0.0 0.264
H -4.67045 -4.73219 0.03808 0.0 0.0 0.0 0.448
H -4.47494 -6.30045 -1.86175 0.0 0.0 0.0 0.402
H -2.46885 -6.26018 -3.30320 0.0 0.0 0.0 0.414
H -0.64307 -4.64506 -2.83149 0.0 0.0 0.0 0.424
H 5.08764 -1.78864 1.70324 0.0 0.0 0.0 0.482
H 6.87543 -3.10822 0.62451 0.0 0.0 0.0 0.421
H 6.65594 -3.79458 -1.74126 0.0 0.0 0.0 0.399
H 4.64104 -3.16382 -3.03014 0.0 0.0 0.0 0.470
H 2.83199 -1.84324 -1.92671 0.0 0.0 0.0 0.558
C -0.87095 5.56717 -1.69816 0.1 0.0 0.1 -0.796
C -0.46432 5.30677 -0.24830 -0.1 0.0 -0.2 -0.796
N -1.56202 4.85555 0.60415 0.2 0.1 0.1 0.409
C -2.28194 5.86814 1.37583 -0.2 0.1 -0.1 -0.747
C -3.56197 6.36470 0.70358 0.1 0.0 0.0 -1.109
C -1.87188 3.54238 0.67958 0.0 -0.1 0.0 0.317
C -2.87545 3.11384 1.71096 0.0 -0.1 0.0 -1.014
N -1.32732 2.62982 -0.07103 0.2 -0.2 0.0 0.750
H -0.01825 5.95380 -2.25762 0.0 0.0 0.0 0.400
H -1.67103 6.30492 -1.74465 0.0 0.0 0.0 0.263
H -1.21870 4.65712 -2.19000 0.0 0.0 0.0 0.110
H -0.06747 6.22247 0.18732 0.0 0.0 0.0 0.543
H 0.33907 4.56758 -0.20510 0.0 0.0 0.1 0.190
H -1.60796 6.71156 1.51613 0.1 0.0 0.1 0.375
H -2.51102 5.47936 2.36667 0.1 0.0 0.0 0.433
H -3.34030 6.94874 -0.18919 0.0 0.0 0.0 0.328
H -4.11564 7.00351 1.39270 0.0 0.0 0.0 0.384
H -4.20893 5.53614 0.41441 0.0 0.0 0.0 0.255
H -2.41929 3.15590 2.70321 0.0 0.1 0.0 0.278
H -3.16783 2.08916 1.50898 0.0 0.0 0.0 -0.389
H -3.76346 3.74192 1.71251 0.0 0.0 0.0 0.616
H -0.65809 3.03470 -0.72085 0.0 0.0 0.0 -0.140
C 2.36657 -0.45269 -5.16204 -0.1 -0.1 0.0 -1.068
C 1.00404 -1.13229 -4.98008 0.2 0.1 0.0 -0.437
C 0.11481 -0.35440 -4.06752 -0.4 0.2 0.0 0.179
N 0.24740 -0.30068 -2.79798 0.4 -0.1 -0.2 -0.152
N -0.66153 0.49717 -2.15874 -0.1 0.1 -0.1 0.595
C -1.50582 1.06737 -2.99526 0.0 -0.1 -0.1 0.246
N -2.47264 1.92699 -2.62848 0.0 -0.1 0.0 -0.194
S -1.21986 0.62960 -4.64992 0.1 0.0 0.3 -0.231
H 2.99938 -1.06318 -5.80593 0.0 0.0 0.0 0.369
H 2.86106 -0.32666 -4.19928 0.0 0.0 0.0 0.224
H 2.25587 0.52937 -5.62202 0.0 0.0 0.0 0.350
H 1.14616 -2.12489 -4.54842 -0.1 0.0 0.0 0.111
H 0.51754 -1.25130 -5.94829 0.0 -0.1 0.0 0.451
H -2.65475 1.98325 -1.62938 0.0 0.1 0.0 -0.055
H -3.24246 2.08456 -3.25510 0.0 0.0 0.0 0.259

=====

Entry 2:
100
Properties=species:S:1:pos:R:3:forces:R:3:mulliken_charge:R:1 method="wB97M-V/def2-TZVPD" homo_energy_ev="-7.515 / -7.302" orbital_gap_ev="7.096 / 5.337"
Pb -1.25867 2.04703 -1.22071 0.2 -0.2 0.4 1.114
C 2.18753 -1.44189 -4.21521 0.1 0.0 0.0 -1.847
C 2.16779 -0.78005 -2.87704 -0.3 -0.1 -0.1 -0.445
C 3.27199 -0.25397 -2.31158 0.1 0.1 0.1 -0.450
C 3.18046 0.41808 -1.05687 0.1 0.0 -0.1 -0.002
N 2.06722 0.46660 -0.40902 -0.1 0.0 0.1 -0.343
N 0.95458 -0.10553 -0.92638 -0.1 -0.2 -0.2 0.448
B -0.27214 0.19381 -0.06240 0.1 -0.1 -0.2 -0.688
N 0.17334 0.60134 1.37881 -0.2 0.3 -0.1 0.588
N 0.73887 -0.49868 1.91206 0.0 -0.1 0.0 -0.303
C 1.33049 -0.43859 3.05903 0.0 0.2 0.1 0.199
C 1.37501 0.78461 3.78427 0.1 -0.2 0.0 -0.697
C 0.80704 1.89682 3.27398 -0.1 0.2 -0.1 0.340
C 0.83644 3.20671 3.99170 0.0 0.0 0.0 -1.856
C 0.16677 1.81677 1.97914 -0.1 -0.1 -0.1 0.702
S -0.54199 3.20083 1.30329 0.3 -0.2 0.0 -0.630
C 1.99339 -1.69084 3.60201 0.0 0.0 0.0 2.457
C 3.48000 -1.39184 3.84310 0.0 0.0 0.0 -1.599
C 1.86967 -2.83615 2.60472 0.0 0.0 0.0 -1.814
C 1.31875 -2.08137 4.92367 0.0 0.0 0.0 -1.890
N -1.30379 -0.95038 0.03821 -0.1 0.2 0.0 0.244
N -0.71567 -2.15318 -0.07944 0.1 0.0 -0.1 0.047
C -1.44248 -3.22453 -0.10947 -0.2 0.1 0.0 0.071
C -2.85206 -3.14460 0.04727 0.1 -0.1 0.0 -0.897
C -3.45865 -1.94196 0.17743 0.0 0.2 0.0 0.264
C -4.94086 -1.81049 0.31570 0.0 0.0 0.0 -1.896
C -2.63506 -0.76197 0.14800 -0.1 0.1 0.0 0.517
S -3.35733 0.78767 0.24367 0.1 -0.2 0.1 -0.496
C -0.74977 -4.54767 -0.37149 0.0 -0.1 -0.1 2.389
C -1.41504 -5.20036 -1.59395 0.0 0.0 0.0 -1.762
C 0.72996 -4.33690 -0.68550 0.0 0.0 0.0 -1.387
C -0.90048 -5.45676 0.85275 0.0 0.0 0.0 -1.652
C 0.89469 -0.66293 -2.18311 0.4 0.3 0.5 1.653
S -0.53214 -1.13961 -2.89208 -0.2 0.1 -0.2 -0.340
C 4.38874 1.09747 -0.43754 0.0 0.0 0.0 2.359
C 5.45612 0.03155 -0.15309 0.0 0.0 0.0 -1.651
C 4.93721 2.13853 -1.42264 0.0 0.0 0.0 -1.807
C 4.00976 1.79444 0.86809 0.1 0.0 0.0 -1.800
H 3.20393 -1.49221 -4.60345 0.0 0.0 0.0 0.469
H 1.55722 -0.89170 -4.91526 0.0 0.0 0.0 0.324
H 1.76576 -2.44588 -4.15467 0.0 0.0 0.0 0.296
H 4.22516 -0.31332 -2.82133 0.0 0.0 0.0 0.416
H 1.87402 0.81981 4.74459 0.0 0.0 0.0 0.367
H 1.35706 3.10842 4.94337 0.0 0.0 0.0 0.415
H -0.17536 3.57400 4.16582 0.0 0.0 0.0 0.332
H 1.33134 3.96085 3.37856 0.0 0.0 0.0 0.374
H 3.96450 -1.07927 2.91587 0.0 0.0 0.0 0.065
H 3.98675 -2.28739 4.20666 0.0 0.0 0.0 0.518
H 3.62376 -0.60544 4.58568 0.0 0.0 0.0 0.388
H 2.35161 -2.58371 1.65978 0.0 0.0 0.0 0.215
H 0.82563 -3.05653 2.38232 0.0 0.0 0.0 0.151
H 2.34358 -3.72856 3.01822 0.0 0.0 0.0 0.454
H 1.39131 -1.28276 5.66401 0.0 0.0 0.0 0.346
H 1.79820 -2.96794 5.34210 0.0 0.0 0.0 0.478
H 0.26267 -2.30782 4.76631 0.0 0.0 0.0 0.358
H -3.44660 -4.04964 0.04545 0.0 0.0 0.0 0.367
H -5.40798 -2.79388 0.32165 0.0 0.0 0.0 0.398
H -5.34524 -1.21760 -0.50627 0.0 0.0 0.0 0.336
H -5.19866 -1.27823 1.23180 0.0 0.0 0.0 0.350
H -1.35756 -4.53828 -2.45998 0.0 0.0 0.0 0.313
H -2.46341 -5.44449 -1.41483 0.0 0.0 0.0 0.340
H -0.89827 -6.12998 -1.83806 0.0 0.0 0.0 0.488
H 0.85295 -3.69426 -1.55871 0.0 0.0 0.0 0.144
H 1.18981 -5.30456 -0.89582 0.0 0.0 0.0 0.562
H 1.25714 -3.87452 0.14674 0.0 0.0 0.0 0.039
H -1.94915 -5.63243 1.10247 0.0 0.0 0.0 0.327
H -0.41037 -5.02021 1.72463 0.0 0.0 0.0 0.253
H -0.44007 -6.42640 0.65496 0.0 0.0 0.0 0.469
H 5.76659 -0.48993 -1.05978 0.0 0.0 0.0 0.339
H 5.07816 -0.70960 0.55466 0.0 0.0 0.0 0.214
H 6.34168 0.49899 0.28181 0.0 0.0 0.0 0.462
H 5.25008 1.68217 -2.36295 0.0 0.0 0.0 0.334
H 5.80561 2.64007 -0.99222 0.0 0.0 0.0 0.493
H 4.18017 2.89171 -1.64799 0.0 0.0 0.0 0.328
H 3.62473 1.08322 1.60078 0.0 0.0 0.0 0.036
H 3.24364 2.55404 0.70722 0.0 0.0 0.0 0.345
H 4.89777 2.27590 1.28307 0.0 0.0 0.0 0.565
S 0.97444 2.82025 -2.73016 -0.2 -0.1 -0.1 -0.249
C 0.30637 2.84280 -4.27678 0.1 0.0 0.0 0.826
C 1.17348 3.39747 -5.28510 0.0 0.0 -0.1 -0.297
N 1.89255 3.84593 -6.06300 0.0 0.0 0.0 -0.469
C -0.94861 2.36804 -4.71054 0.0 -0.1 0.2 0.843
S -2.16926 1.67452 -3.78546 0.1 0.1 -0.2 -0.163
C -1.23629 2.43882 -6.11819 0.0 0.0 -0.1 -0.395
N -1.49610 2.48142 -7.23776 0.0 0.0 0.1 -0.458
C -4.45918 3.94423 1.60146 -0.1 0.0 0.1 -1.083
N -3.96092 4.11838 0.25957 -0.1 0.0 0.1 0.108
C -4.69968 4.14853 -0.84044 0.0 0.1 0.3 0.821
S -3.91842 4.20141 -2.35649 0.0 -0.1 -0.1 -0.246
N -6.03665 4.14626 -0.70780 0.1 -0.1 -0.2 -0.234
C -6.98293 4.14929 -1.80889 0.0 0.0 0.0 -0.910
H -3.60364 3.87109 2.26786 0.0 0.0 0.0 0.216
H -5.03177 3.01764 1.70484 0.0 0.0 -0.1 0.365
H -5.07887 4.78709 1.92312 0.0 0.0 0.0 0.417
H -2.95536 4.14212 0.05380 0.1 -0.1 -0.1 0.064
H -6.40577 4.13970 0.22720 0.0 0.0 0.0 0.183
H -6.43495 4.00783 -2.73644 0.0 0.0 0.0 0.331
H -7.52151 5.09570 -1.86129 0.0 0.0 0.0 0.299
H -7.69634 3.33374 -1.69364 0.0 0.0 0.0 0.297
O -1.92839 3.95311 -1.36239 -0.1 0.0 -0.1 -0.873